(1)
This record from the Open Molecules 2025 dataset describes C17H44Be3N4O7 as an isolated structure in a non-equilibrium geometry. The level of theory is the ωB97M-V functional and the def2-TZVPD basis.

```
75
Properties=species:S:1:pos:R:3:forces:R:3:mulliken_charge:R:1
Be -3.278498 -0.270535 1.458821 2.684 -3.072 1.908 0.946
Be -1.079560 -2.779850 -2.492844 1.117 3.333 0.314 1.055
Be 0.937234 1.279183 -0.207549 -2.451 0.339 1.210 0.849
C -1.064387 -0.712699 -0.601776 1.060 0.145 0.611 1.060
O -1.951136 -1.648158 -0.613747 0.264 -1.090 -2.287 -0.858
O 0.021636 -0.785093 -1.261028 -0.467 0.081 0.018 -0.717
O -1.209765 0.305430 0.187688 -1.688 -0.291 1.093 -0.387
C 0.952267 1.624470 4.340749 -0.318 -0.285 -0.032 -1.381
C 1.360477 1.362782 2.878121 0.314 -0.398 1.593 -0.002
C 1.361798 -0.126623 2.577496 -0.240 0.660 -0.080 -0.369
O 1.946145 -0.274700 1.289930 -0.197 1.374 -1.823 -0.238
C 2.094552 -1.586562 0.754539 0.810 -0.557 0.524 -0.628
N 0.506811 2.129182 1.975081 0.242 -0.761 -1.582 -0.291
H 1.377911 2.541399 4.743438 0.111 -0.010 -0.095 0.416
H 1.227034 0.797238 4.996235 0.236 0.108 0.019 0.425
H -0.135257 1.716435 4.435220 -0.029 -0.007 -0.105 0.327
H 2.421360 1.603946 2.786520 -0.148 0.609 -0.371 0.372
H 0.364500 -0.578710 2.543657 -0.067 -0.039 0.329 -0.221
H 1.987381 -0.517442 3.379988 0.030 -0.723 -0.340 0.623
H 1.117919 -2.028007 0.559839 0.109 -0.200 0.072 0.183
H 2.716827 -2.178826 1.430810 -0.460 -0.110 0.294 0.438
H 2.713267 -1.562277 -0.141820 -0.399 0.461 -0.238 0.084
H 0.474802 3.100762 2.286032 0.522 0.154 -0.528 0.431
H -0.446126 1.825687 2.170895 -0.013 -0.118 -0.294 0.116
C 1.177813 -2.340780 -6.123127 0.564 0.039 0.084 -1.451
C 1.615898 -2.103201 -4.690925 0.186 -2.016 -0.150 0.452
C 2.902636 -1.254962 -4.564684 -1.282 0.794 -0.272 -0.897
O 3.310490 -1.205395 -3.227924 0.210 -0.031 0.158 -0.212
C 4.315286 -2.170771 -2.907394 0.525 -0.246 -0.355 -0.782
N 0.499222 -1.586307 -3.874159 -0.075 0.387 1.678 -0.344
H 0.292460 -2.968998 -6.204590 -0.098 0.113 0.077 0.394
H 1.984230 -2.871878 -6.629273 -0.063 0.071 -0.152 0.408
H 1.029416 -1.388411 -6.636605 -0.144 -0.077 -0.094 0.381
H 1.892373 -3.043121 -4.198188 -0.081 -0.151 -0.308 0.214
H 2.680571 -0.234241 -4.896875 0.121 0.067 0.053 0.338
H 3.608059 -1.658475 -5.294568 0.275 -0.152 0.336 0.507
H 4.450210 -2.206960 -1.829992 -0.251 -0.073 0.027 0.242
H 5.289732 -1.918328 -3.333266 -0.129 0.303 -0.081 0.323
H 4.062179 -3.149582 -3.325160 -0.139 -0.090 0.312 0.360
H 0.302393 -0.663377 -4.279641 -1.210 -0.370 -0.126 0.314
H 0.881372 -1.297138 -2.969412 0.204 -0.260 -0.020 0.423
C -1.339785 3.995810 -0.048008 1.483 -1.091 0.210 -1.002
C -0.929933 3.733991 -1.502424 -0.158 0.964 0.754 0.250
C 0.238859 4.594685 -1.927999 0.011 1.691 0.812 -0.841
O 1.376662 4.355773 -1.125040 -0.081 -1.916 -0.838 -0.316
C 2.573963 5.051533 -1.486270 0.034 1.400 1.168 -0.810
N -0.617561 2.285574 -1.672246 0.384 0.070 0.743 -0.313
H -0.425082 3.762898 0.511096 -0.221 0.229 0.128 0.047
H -2.070379 3.244930 0.267141 -0.373 0.338 0.008 0.226
H -1.607147 5.007230 0.238449 -0.348 0.041 -0.448 0.501
H -1.787678 4.012154 -2.121509 0.148 -0.239 -0.333 0.379
H -0.038756 5.620699 -1.643417 -0.389 0.053 -0.647 0.428
H 0.411646 4.588041 -3.008490 0.276 -0.313 0.054 0.482
H 3.371040 4.492218 -1.008490 0.246 0.112 -0.288 0.248
H 2.499645 6.038336 -1.011301 0.246 -0.110 0.177 0.321
H 2.789441 5.329687 -2.519726 -0.462 -0.980 -0.341 0.347
H -0.702214 2.179062 -2.682278 0.581 -0.672 0.056 0.276
H -1.411515 1.809953 -1.254750 0.098 -0.254 -0.202 0.185
C -2.807213 -4.515668 2.875339 0.123 -0.189 -0.094 -1.411
C -3.223848 -3.078089 2.631922 -0.541 -0.329 -0.365 0.132
C -3.839960 -2.405813 3.833252 0.636 0.072 0.368 -0.738
O -3.928816 -1.018572 3.500810 0.389 2.131 -1.889 -0.207
C -4.424714 -0.157619 4.547416 -0.083 0.535 0.859 -0.726
N -2.113095 -2.224377 2.121196 -0.448 0.080 -0.608 -0.189
H -2.596544 -5.013124 1.926963 -0.255 -0.047 -0.023 0.419
H -3.622494 -5.038016 3.376262 0.084 -0.176 -0.057 0.423
H -1.894812 -4.652466 3.461299 -0.128 0.359 0.293 0.381
H -3.971264 -3.084765 1.828643 -0.079 0.031 0.004 0.190
H -3.152309 -2.502167 4.682029 -0.041 0.130 0.051 0.475
H -4.819281 -2.756236 4.159097 -0.010 -0.282 -0.377 0.487
H -4.051749 0.866529 4.480226 0.016 -0.081 -0.790 0.307
H -3.991428 -0.463913 5.501414 -0.384 -0.493 -0.017 0.331
H -5.511788 -0.145503 4.540950 0.014 -0.167 0.201 0.321
H -1.779094 -2.714732 1.293157 -0.240 0.406 -0.310 0.271
H -1.314325 -2.373154 2.744776 -0.165 0.787 0.365 0.221
```
Positions in Å, forces in eV/Å.

## Properties
total charge = +4
ΔE to the lowest compared entry with this formula, charge and spin = 42.5 kcal/mol
calculated total energy = -39793.701 eV
F_max = 0.08758 Eh/bohr
orbital gap = 0.1433 Eh
LUMO = -14.93 eV


(2)
This record from the Open Molecules 2025 dataset describes a 10-piece molecular cluster, C17H44ClIN10O21P overall in a non-equilibrium geometry. The level of theory is the ωB97M-V functional and the def2-TZVPD basis.

```
95
Properties=species:S:1:pos:R:3:forces:R:3:mulliken_charge:R:1
C -1.149032 1.868213 -2.983828 -0.488 -0.485 -0.364 -0.529
C -1.874066 0.583873 -3.467355 0.669 0.821 -0.248 -0.239
I -3.684588 0.214594 -2.391645 0.006 -0.138 -0.024 0.136
C -0.978350 -0.639946 -3.505154 -0.880 0.085 -0.313 -0.864
N -0.742880 -1.231569 -2.169670 1.633 -0.722 -0.193 0.450
C -0.162988 -2.604789 -2.179595 -0.787 -0.931 1.652 -0.441
C -0.262747 -2.913411 -0.676478 -0.308 0.598 0.829 -0.943
C 0.113173 -1.548691 -0.004965 -0.033 0.079 -0.057 0.024
Cl -1.110188 -0.955385 1.172086 -0.051 -0.440 -0.013 -0.131
C 0.142286 -0.529053 -1.168745 0.089 0.853 0.155 -0.909
C 1.551071 -0.144369 -1.638740 0.163 -0.698 0.608 -0.955
P 2.132977 1.405703 -0.864278 0.052 0.904 -0.825 0.491
O 1.959475 2.552107 -1.767363 -0.322 -0.021 -0.027 -0.599
O 3.603548 1.091824 -0.444772 -0.231 -0.349 0.562 -0.478
O 1.294433 1.621707 0.498169 0.066 -0.449 -0.226 -0.388
H -0.084319 1.686674 -2.842320 -0.007 0.113 0.217 -0.003
H -1.221812 2.643735 -3.748639 -0.154 -0.363 0.177 0.295
H -1.629558 2.254274 -2.088249 0.320 0.154 0.149 0.369
H -2.178345 0.776993 -4.493376 -0.267 -0.244 0.036 0.248
H -1.446538 -1.408018 -4.121339 -0.011 -0.143 0.169 0.392
H -0.037149 -0.385517 -3.990655 0.171 -0.027 0.270 0.321
H -1.614905 -1.371102 -1.638475 -0.492 0.574 -0.607 0.263
H -0.817483 -3.269673 -2.733973 0.377 -0.011 -0.459 0.454
H 0.895173 -2.629817 -2.415156 -0.141 0.231 -0.837 0.327
H 0.315799 -3.764743 -0.330792 0.328 0.130 -0.074 0.361
H -1.279400 -3.108076 -0.323716 -0.132 -0.206 -0.537 0.406
H 1.032312 -1.630469 0.564266 0.183 0.301 -0.200 0.405
H -0.375382 0.399625 -0.952394 -0.307 -0.211 0.357 0.733
H 2.252138 -0.917346 -1.315532 0.105 -0.057 -0.362 0.646
H 1.625009 0.009102 -2.712550 0.089 -0.009 -0.025 0.402
H 3.974740 1.798997 0.125053 0.134 -0.100 -0.095 0.488
H 0.490964 2.088291 0.223087 -0.002 0.200 0.314 0.344
C -1.380048 1.179568 -8.407743 -0.062 -0.166 -0.113 -0.821
N -2.159704 1.153418 -7.139838 -0.008 0.028 -0.144 0.895
O -2.846552 0.179383 -6.904569 0.085 -0.077 0.122 -0.525
O -2.057870 2.117283 -6.406419 0.082 -0.025 0.098 -0.513
H -1.571391 0.262581 -8.950517 -0.052 0.005 0.010 0.342
H -1.712331 2.041970 -8.973840 0.020 0.054 0.056 0.275
H -0.331106 1.271230 -8.144114 -0.011 0.121 0.006 0.330
C -0.080242 1.326056 3.821840 0.217 -0.022 0.022 -0.420
N -0.900761 2.034482 4.840416 0.037 -0.170 0.088 1.046
O -0.326201 2.641035 5.717454 0.113 0.096 0.023 -0.571
O -2.104124 1.928513 4.739305 -0.096 0.072 -0.118 -0.588
H 0.967378 1.497558 4.042114 -0.019 0.031 0.050 0.244
H -0.326895 0.269567 3.893267 -0.077 0.005 -0.024 0.069
H -0.348300 1.720851 2.847572 -0.107 -0.050 -0.008 0.223
C 0.750383 5.665188 -2.962967 0.141 0.029 0.033 -0.539
N -0.189491 5.250391 -4.038547 -0.036 -0.005 0.007 0.951
O 0.069672 5.565837 -5.175452 0.008 -0.021 -0.068 -0.527
O -1.164400 4.601262 -3.697665 0.111 0.538 0.015 -0.576
H 1.559200 6.225211 -3.416415 -0.028 0.007 -0.049 0.300
H 0.189205 6.277944 -2.263309 -0.037 -0.061 0.021 0.289
H 1.117428 4.758104 -2.485450 -0.059 -0.011 0.013 0.136
C -2.686488 -0.791404 6.447700 -0.125 0.021 0.113 -0.584
N -2.321608 -1.992668 5.654814 -0.078 0.136 0.083 0.911
O -3.014962 -2.977980 5.725055 0.102 -0.059 -0.046 -0.535
O -1.328573 -1.884644 4.950543 0.119 -0.097 -0.130 -0.514
H -3.586926 -0.992317 7.015202 0.004 -0.122 -0.040 0.300
H -1.849863 -0.562719 7.103966 0.034 0.031 -0.053 0.228
H -2.839919 -0.000135 5.720961 0.017 0.102 0.099 0.214
C 2.807121 4.579912 2.399940 -0.046 0.120 0.084 -0.530
N 4.127448 3.932294 2.174846 -0.024 0.042 0.084 0.879
O 5.018027 4.167986 2.943590 0.067 -0.030 0.006 -0.479
O 4.220515 3.195311 1.202906 0.001 0.014 -0.038 -0.666
H 2.877617 5.197632 3.287001 0.058 -0.016 0.005 0.321
H 2.584319 5.174964 1.519093 -0.021 -0.074 -0.043 0.281
H 2.077029 3.785988 2.525557 -0.006 -0.024 -0.093 0.093
C -0.646680 3.943431 -12.129899 -0.103 0.084 -0.106 -0.705
N -0.995195 2.596083 -11.601448 0.014 0.036 -0.109 0.810
O -2.138925 2.215244 -11.719728 -0.044 -0.009 0.083 -0.483
O -0.101331 1.960573 -11.076645 0.046 0.016 0.070 -0.496
H -1.538289 4.381406 -12.561649 -0.028 -0.048 0.011 0.305
H -0.279479 4.533975 -11.296033 0.084 -0.042 -0.005 0.289
H 0.128814 3.807518 -12.877375 0.065 -0.008 0.066 0.284
C -0.143339 -4.694179 3.914731 -0.033 0.187 -0.089 -0.588
N 0.291921 -5.899125 3.158412 -0.077 0.021 0.211 0.993
O 0.621473 -5.752111 1.998746 0.035 0.009 -0.177 -0.542
O 0.287087 -6.955287 3.753027 0.030 0.208 -0.215 -0.635
H -0.082580 -3.844760 3.246757 -0.024 0.025 0.015 0.083
H -1.164118 -4.855491 4.248131 0.029 -0.050 0.075 0.322
H 0.522327 -4.574014 4.763881 -0.045 -0.092 0.050 0.307
C 1.292150 2.142322 8.753735 -0.184 0.148 -0.082 -0.688
N 0.982742 0.735617 9.132311 0.014 0.069 -0.031 0.883
O -0.144191 0.329887 8.919907 -0.034 -0.060 -0.059 -0.538
O 1.879941 0.087335 9.618520 -0.002 -0.037 0.009 -0.524
H 0.397675 2.584045 8.331197 -0.012 -0.034 -0.008 0.289
H 1.607166 2.668864 9.649276 0.090 -0.085 0.019 0.295
H 2.095047 2.108548 8.023859 0.068 -0.007 0.071 0.266
C 0.833054 -9.555764 5.341209 0.032 -0.178 -0.122 -0.584
N -0.040469 -10.052998 6.438608 0.031 -0.028 -0.014 0.873
O -0.373337 -11.218305 6.417037 -0.019 -0.011 0.005 -0.523
O -0.364014 -9.246022 7.285185 -0.006 0.033 0.018 -0.529
H 1.038697 -10.378507 4.666691 -0.025 -0.049 0.053 0.309
H 0.301849 -8.758273 4.835891 0.050 -0.043 0.145 0.261
H 1.746133 -9.184081 5.796188 -0.047 0.084 0.030 0.254
```
Positions in Å, forces in eV/Å.

## Properties
total charge = +1
calculated total energy = -106124.720 eV
F_max = 0.03993 Eh/bohr
orbital gap = 0.3443 Eh
LUMO = -2.58 eV


Number 1: E_HOMO -18.83 eV. Number 2: E_HOMO -11.95 eV.